Record 1
A cluster of 9 separate species, C48H55N9O17 in total at a distorted geometry, computed with ωB97M-V/def2-TZVPD.

Results
Multiplicity: 1
ΔE to the lowest compared entry with this formula, charge and spin (eV): 0.000

```
129
C48H55N9O17, DFT ωB97M-V/def2-TZVPD
C 3.299 47.475 13.998
C 3.882 48.756 13.340
C 2.934 49.162 12.197
C 3.175 50.616 11.646
C 3.005 51.546 12.877
C 4.006 51.324 13.934
N 4.027 49.813 14.367
O 4.335 49.528 15.534
C 3.496 52.040 15.087
C 5.403 51.734 13.515
C 5.409 48.383 12.929
H 3.122 46.576 13.411
H 2.236 47.734 14.415
H 3.852 47.187 14.878
H 1.758 49.209 12.471
H 2.975 48.411 11.415
H 2.472 50.898 10.848
H 4.179 50.556 11.087
H 2.013 51.389 13.180
H 2.956 52.665 12.400
H 2.472 51.550 15.562
H 3.358 53.032 14.820
H 4.364 52.098 15.818
H 5.734 50.919 12.647
H 6.128 51.334 14.236
H 5.555 52.890 13.427
H 5.648 48.958 12.020
H 5.578 47.163 12.751
H 6.034 48.667 13.690
N 9.018 50.006 13.344
O 8.321 49.871 14.347
O 8.314 50.157 12.310
O 10.236 49.746 13.303
C 9.717 55.297 11.857
C 9.541 53.855 12.386
C 8.815 53.549 13.768
C 8.122 54.759 14.416
C 8.441 56.127 13.942
C 9.209 56.380 12.665
N 7.335 54.641 15.667
O 6.909 53.444 15.877
O 6.915 55.677 16.186
H 10.306 55.499 11.084
H 10.127 53.243 11.774
H 8.862 52.601 14.291
H 8.200 56.943 14.313
H 9.205 57.328 12.209
C 6.893 48.784 17.243
C 6.968 50.255 17.694
C 5.824 50.903 18.515
C 4.747 50.022 19.037
C 4.783 48.488 18.715
C 6.026 48.028 17.742
N 3.597 50.563 19.821
O 2.556 49.870 19.958
O 3.698 51.685 20.378
H 7.571 48.390 16.566
H 7.625 51.040 17.153
H 5.966 52.030 18.603
H 4.066 47.885 19.272
H 6.379 46.909 17.619
C 14.188 48.505 13.237
C 15.463 48.681 12.766
C 16.324 49.651 13.542
C 15.798 50.522 14.759
C 14.310 50.278 15.148
C 13.561 49.094 14.369
N 16.515 51.608 15.265
O 17.740 51.808 14.936
O 15.819 52.405 15.963
H 13.527 47.723 12.766
H 15.778 47.994 12.092
H 17.297 49.792 13.274
H 13.605 50.723 16.056
H 12.553 48.964 14.482
C 13.370 53.608 12.810
C 12.848 52.435 11.912
C 13.411 52.445 10.487
C 14.244 53.708 9.978
C 14.682 54.600 11.070
C 14.130 54.724 12.520
N 14.811 53.698 8.702
O 14.311 52.791 7.851
O 15.559 54.567 8.386
H 13.001 53.518 13.664
H 12.200 51.643 12.316
H 13.002 51.784 9.894
H 15.311 55.531 10.769
H 14.348 55.548 12.990
C 10.524 45.793 13.063
C 9.653 46.645 13.973
C 8.226 46.412 14.180
C 7.667 45.113 13.839
C 8.384 44.325 12.741
C 9.838 44.772 12.406
N 6.298 44.710 14.296
O 5.933 43.550 13.915
O 5.768 45.449 15.147
H 11.512 46.026 12.879
H 10.217 47.635 14.414
H 7.593 47.208 14.773
H 8.127 43.271 12.304
H 10.460 44.188 11.852
C 9.776 49.719 8.351
C 9.745 48.556 7.293
C 10.585 47.425 7.590
C 10.981 47.002 9.003
C 10.677 48.078 10.080
C 10.150 49.394 9.709
N 11.512 45.722 9.305
O 11.520 44.866 8.351
O 12.122 45.538 10.301
H 9.276 50.726 8.192
H 9.532 48.620 6.243
H 10.952 46.977 6.806
H 10.520 47.757 11.160
H 10.252 50.143 10.421
C 10.917 49.786 16.990
O 10.783 50.959 17.192
N 11.649 49.052 17.805
C 12.027 47.655 17.436
C 12.154 49.480 19.075
H 10.784 49.247 16.081
H 11.851 47.172 18.262
H 13.103 47.718 17.298
H 11.362 47.322 16.719
H 13.189 49.329 19.080
H 11.671 49.165 20.027
H 12.025 50.745 19.204
```


Record 2
A cluster of 8 separate species, C48H56F8N12O16S8 in total at a distorted geometry, computed with ωB97M-V/def2-TZVPD.

Results
Multiplicity: 1
Total charge: +4

```
148
C48H56F8N12O16S8, DFT ωB97M-V/def2-TZVPD
C 18.228 10.400 -12.533
N 17.262 9.319 -12.929
C 15.954 9.653 -12.815
C 14.993 8.646 -12.952
C 15.305 7.355 -13.302
C 16.666 7.072 -13.354
C 17.673 8.090 -13.203
C 14.231 6.321 -13.627
C 13.143 6.767 -14.412
C 12.113 5.836 -14.631
N 12.080 4.604 -14.058
C 13.092 4.228 -13.260
C 14.262 5.000 -13.178
C 10.852 3.781 -14.295
H 18.059 11.275 -13.161
H 19.260 10.092 -12.706
H 17.961 10.721 -11.526
H 15.744 10.695 -12.626
H 13.961 8.898 -12.757
H 16.983 6.083 -13.649
H 18.732 7.879 -13.221
H 12.980 7.692 -14.943
H 11.271 6.050 -15.273
H 13.040 3.209 -12.906
H 15.085 4.587 -12.613
H 11.224 2.768 -14.451
H 10.371 4.087 -15.224
H 10.194 3.813 -13.426
C 25.502 7.758 -9.192
N 24.505 6.701 -8.695
C 23.989 6.699 -7.468
C 23.192 5.650 -7.027
C 22.908 4.608 -7.934
C 23.433 4.648 -9.263
C 24.246 5.735 -9.606
C 21.974 3.541 -7.579
C 20.826 3.784 -6.801
C 20.028 2.675 -6.448
N 20.338 1.411 -6.815
C 21.442 1.156 -7.550
C 22.259 2.215 -7.917
C 19.336 0.324 -6.550
H 26.215 7.215 -9.812
H 25.957 8.169 -8.291
H 24.989 8.501 -9.802
H 24.213 7.531 -6.817
H 22.884 5.660 -5.992
H 23.310 3.839 -9.968
H 24.722 5.841 -10.570
H 20.418 4.739 -6.503
H 19.105 2.773 -5.896
H 21.592 0.157 -7.932
H 23.097 2.005 -8.565
H 18.614 0.311 -7.366
H 18.929 0.502 -5.555
H 19.858 -0.631 -6.483
C 16.519 7.820 -10.083
N 16.875 7.796 -8.617
C 15.868 7.677 -7.714
C 16.087 7.847 -6.364
C 17.356 8.207 -5.903
C 18.394 8.208 -6.824
C 18.138 7.973 -8.226
C 17.571 8.674 -4.528
C 18.517 9.735 -4.297
C 18.556 10.378 -3.020
N 17.763 9.913 -2.003
C 16.873 8.838 -2.228
C 16.864 8.213 -3.445
C 17.752 10.670 -0.743
H 15.632 7.264 -10.387
H 17.345 7.412 -10.664
H 16.213 8.846 -10.291
H 14.905 7.645 -8.201
H 15.283 7.763 -5.648
H 19.389 8.474 -6.499
H 18.913 8.121 -8.963
H 19.198 10.066 -5.067
H 19.318 11.100 -2.765
H 16.377 8.431 -1.360
H 16.355 7.262 -3.494
H 18.747 10.924 -0.377
H 17.241 9.986 -0.066
H 17.129 11.523 -1.013
C 26.617 20.587 -15.377
N 25.883 19.342 -15.095
C 25.090 19.260 -14.040
C 24.359 18.150 -13.664
C 24.612 16.960 -14.432
C 25.421 17.046 -15.560
C 26.093 18.234 -15.901
C 23.931 15.697 -14.067
C 24.037 15.260 -12.756
C 23.459 14.053 -12.379
N 22.786 13.300 -13.330
C 22.635 13.710 -14.587
C 23.232 14.914 -14.971
C 22.085 12.163 -12.798
H 26.008 21.197 -16.044
H 27.610 20.298 -15.722
H 26.667 21.082 -14.407
H 25.053 20.189 -13.490
H 23.829 18.176 -12.724
H 25.737 16.217 -16.176
H 26.754 18.275 -16.754
H 24.672 15.752 -12.035
H 23.709 13.571 -11.445
H 22.042 13.121 -15.271
H 22.986 15.241 -15.971
H 21.314 12.486 -12.099
H 22.855 11.614 -12.256
H 21.675 11.580 -13.623
N 21.874 10.604 -15.915
S 21.520 9.295 -15.380
O 21.905 8.202 -16.254
O 20.334 9.103 -14.605
F 22.665 9.284 -14.232
S 20.325 10.865 -16.590
O 19.316 11.457 -15.708
O 19.797 10.008 -17.619
F 20.735 12.146 -17.457
N 20.034 7.741 -11.270
S 21.374 8.358 -10.868
O 22.433 8.377 -11.890
O 21.761 8.430 -9.471
F 20.876 9.881 -11.098
S 20.422 6.259 -10.716
O 20.147 5.908 -9.331
O 21.625 5.676 -11.280
F 19.208 5.522 -11.433
N 23.885 6.206 -15.725
S 25.548 5.969 -15.973
O 25.999 4.669 -16.501
O 26.470 6.631 -15.089
F 25.529 6.978 -17.274
S 24.025 5.608 -14.344
O 24.466 6.470 -13.266
O 24.207 4.166 -14.249
F 22.425 5.712 -14.086
N 22.349 12.233 -7.205
S 23.308 11.343 -8.248
O 23.318 11.738 -9.655
O 23.724 10.029 -7.850
F 24.586 12.161 -7.764
S 21.253 11.266 -7.386
O 21.173 10.141 -6.475
O 20.528 11.183 -8.678
F 20.119 12.252 -6.737
```


Listing highest occupied orbital energy for the structures above in their given order: -8.842, -12.593 eV.